No. 1
13 unconnected molecules or ions with the total composition C31H58BCl2N4O37 at a distorted geometry, computed with ωB97M-V/def2-TZVPD.

Last column: Mulliken charge in e.
Geometry (Å):
O: -2.589 1.121 2.427  -0.461
C: -1.639 0.691 1.871  0.653
O: -0.827 1.297 1.026  0.137
B: 0.019 0.297 0.339  0.149
O: -0.193 -0.943 1.092  -0.507
C: -1.197 -0.792 1.931  0.231
O: -1.653 -1.593 2.677  -0.186
O: 1.416 0.747 0.274  0.108
C: 1.756 0.959 -0.969  0.310
O: 2.811 1.341 -1.387  -0.426
C: 0.605 0.539 -1.868  0.109
O: -0.380 0.133 -1.093  -0.768
O: 0.544 0.643 -3.041  -0.205
Cl: -3.272 3.818 1.098  -0.089
C: -3.804 4.142 2.756  -0.500
C: -2.661 4.619 3.648  -0.039
Cl: -3.285 5.342 5.128  -0.218
H: -4.193 3.222 3.186  0.139
H: -4.607 4.870 2.705  0.491
H: -2.045 5.313 3.083  0.183
H: -2.071 3.748 3.918  0.094
C: 4.216 0.262 2.503  -0.270
N: 4.235 -1.213 2.447  1.072
O: 4.113 -1.834 3.475  -0.578
O: 4.295 -1.717 1.347  -0.578
H: 4.787 0.552 3.382  0.409
H: 3.204 0.624 2.652  0.199
H: 4.636 0.629 1.578  -0.244
C: 2.857 -0.783 -5.226  -0.431
N: 2.999 -0.337 -6.644  0.966
O: 4.083 -0.011 -7.030  -0.584
O: 1.996 -0.276 -7.289  -0.499
H: 3.823 -0.736 -4.745  0.313
H: 2.412 -1.770 -5.190  0.311
H: 2.142 -0.057 -4.836  -0.080
C: -0.677 0.433 -5.748  -0.797
N: -2.054 -0.015 -5.401  1.118
O: -2.207 -1.193 -5.179  -0.634
O: -2.931 0.813 -5.411  -0.580
H: -0.529 1.454 -5.421  0.275
H: -0.616 0.339 -6.826  0.409
H: 0.007 -0.209 -5.220  0.184
C: -2.513 2.356 -2.367  -0.207
N: -2.792 3.147 -3.594  1.055
O: -3.926 3.258 -3.961  -0.612
O: -1.829 3.542 -4.196  -0.602
H: -1.849 2.955 -1.748  -0.004
H: -2.083 1.412 -2.678  0.085
H: -3.443 2.278 -1.815  0.222
C: 4.851 4.029 1.312  -0.602
O: 3.553 3.721 1.818  -0.354
C: 2.543 4.273 1.179  0.909
O: 2.645 5.120 0.327  -0.644
O: 1.411 3.784 1.647  -0.331
C: 0.194 4.481 1.418  -0.249
H: 4.937 5.109 1.220  0.411
H: 4.903 3.598 0.321  0.171
H: 5.512 3.605 2.051  0.180
H: 0.226 5.500 1.807  0.504
H: -0.537 3.909 1.979  -0.277
H: -0.117 4.508 0.376  0.281
C: -6.368 -2.784 2.657  -0.493
O: -5.256 -3.481 3.211  -0.330
C: -4.399 -2.841 3.991  0.736
O: -3.390 -3.302 4.336  -0.437
O: -4.809 -1.596 4.278  -0.391
C: -3.908 -0.825 5.020  -0.090
H: -6.669 -3.319 1.755  0.116
H: -6.052 -1.791 2.359  0.309
H: -7.248 -2.830 3.298  0.292
H: -4.056 -0.919 6.099  0.297
H: -4.036 0.213 4.714  0.148
H: -2.849 -1.013 4.855  -0.130
C: 0.033 -1.418 5.503  -0.156
O: 1.123 -2.267 5.202  -0.387
C: 0.836 -3.546 4.972  0.851
O: -0.238 -4.002 4.833  -0.471
O: 1.915 -4.341 5.061  -0.336
C: 3.112 -3.924 5.654  -0.614
H: -0.878 -1.757 5.005  -0.362
H: 0.255 -0.388 5.255  0.310
H: -0.208 -1.533 6.566  0.353
H: 3.162 -4.086 6.734  0.256
H: 3.372 -2.885 5.458  0.227
H: 3.958 -4.461 5.222  0.297
C: -3.843 -0.818 -0.970  0.197
O: -5.159 -0.921 -0.504  -0.229
C: -5.972 -1.774 -1.090  0.761
O: -5.687 -2.546 -1.931  -0.552
O: -7.102 -1.696 -0.438  -0.318
C: -8.149 -2.562 -0.842  -0.753
H: -3.606 0.190 -1.299  -0.286
H: -3.505 -1.498 -1.759  0.469
H: -3.127 -1.073 -0.179  -0.229
H: -8.993 -2.486 -0.167  0.248
H: -7.815 -3.599 -0.759  0.326
H: -8.379 -2.325 -1.876  0.323
C: 2.742 3.088 -8.400  -0.572
O: 3.143 3.562 -7.130  -0.354
C: 2.269 3.400 -6.143  0.755
O: 1.224 2.828 -6.256  -0.525
O: 2.801 3.871 -5.042  -0.435
C: 2.368 3.399 -3.755  -0.082
H: 2.694 2.001 -8.403  0.214
H: 3.516 3.385 -9.113  0.234
H: 1.840 3.542 -8.811  0.283
H: 2.841 2.425 -3.613  0.071
H: 1.287 3.266 -3.748  0.164
H: 2.720 4.078 -2.991  0.189
C: -3.152 -7.449 0.142  -0.590
O: -2.889 -7.033 1.491  -0.379
C: -2.242 -5.893 1.723  0.755
O: -2.071 -5.498 2.820  -0.397
O: -1.904 -5.307 0.579  -0.485
C: -1.564 -3.935 0.577  -0.323
H: -2.239 -7.619 -0.422  0.258
H: -3.760 -6.667 -0.311  0.252
H: -3.707 -8.374 0.260  0.242
H: -0.773 -3.681 1.271  0.338
H: -2.448 -3.309 0.706  0.089
H: -1.239 -3.688 -0.436  0.164
C: 8.717 0.271 2.132  -0.775
O: 7.565 0.815 1.500  -0.241
C: 7.286 0.346 0.303  0.794
O: 7.855 -0.528 -0.281  -0.600
O: 6.244 0.993 -0.163  -0.111
C: 5.743 0.633 -1.438  -0.660
H: 9.140 -0.591 1.631  0.376
H: 8.420 0.002 3.146  0.238
H: 9.446 1.075 2.235  0.254
H: 5.026 1.389 -1.723  0.056
H: 5.284 -0.353 -1.485  0.299
H: 6.536 0.705 -2.192  0.436

**E**: -140523.3870 eV
**HOMO energy**: -8.04 eV
**Net charge**: -1
**LUMO energy**: 1.9 eV

***

No. 2
4 unconnected molecules or ions with the total composition C31H58BN3O11PS3 at a distorted geometry, computed with ωB97M-V/def2-TZVPD.

Last column: Mulliken charge in e.
Geometry (Å):
C: 3.484 2.788 3.377  -1.353
C: 3.061 1.886 2.232  0.227
O: 2.718 2.689 1.139  -0.398
C: 1.970 1.967 0.127  0.106
C: 1.160 2.954 -0.694  -1.485
P: -0.531 2.456 -1.465  1.781
C: -2.284 2.159 -2.201  -1.768
N: -3.377 1.887 -1.254  0.072
C: -4.200 0.725 -1.550  -1.056
C: -0.565 0.660 -0.716  -2.162
C: -1.179 0.468 0.676  0.748
C: -0.686 -0.668 1.515  -1.355
O: -0.453 0.826 1.792  -0.290
N: -0.542 4.154 -2.235  -0.095
C: 0.223 5.135 -2.369  0.819
C: 0.555 6.136 -1.274  -0.918
C: 0.872 5.510 -3.693  -1.696
O: -1.306 3.043 0.138  -0.184
C: -2.037 4.076 0.395  -0.003
O: -2.866 4.612 -0.322  -0.692
C: -1.882 4.513 1.832  0.476
C: -1.480 5.790 2.193  -0.275
C: -1.345 6.128 3.525  -0.791
C: -1.638 5.210 4.510  -0.449
C: -2.052 3.937 4.156  -0.707
C: -2.171 3.594 2.822  -0.090
B: 0.327 1.764 -3.113  1.956
N: -0.083 2.091 -4.462  -0.654
O: 1.418 0.909 -3.008  -0.741
H: 2.637 3.421 3.638  0.331
H: 3.698 2.189 4.265  0.309
H: 4.338 3.407 3.115  0.333
H: 3.906 1.234 1.960  0.170
H: 2.214 1.288 2.585  0.194
H: 2.712 1.474 -0.511  0.213
H: 1.409 1.197 0.637  -0.550
H: 0.993 3.814 -0.050  0.257
H: 1.792 3.248 -1.533  0.404
H: -2.232 1.321 -2.900  0.468
H: -2.534 3.034 -2.805  0.163
H: -3.963 2.700 -1.167  0.307
H: -5.249 0.950 -1.341  0.437
H: -4.146 0.420 -2.600  0.274
H: -3.939 -0.126 -0.913  0.206
H: 0.376 0.116 -0.760  0.780
H: -1.258 0.068 -1.330  0.773
H: -2.255 0.651 0.724  0.486
H: 0.344 -0.990 1.440  0.267
H: -1.214 -0.905 2.431  0.333
H: 0.171 7.110 -1.593  0.514
H: 1.632 6.253 -1.143  0.241
H: 0.061 5.875 -0.347  -0.209
H: 0.696 6.556 -3.952  0.490
H: 1.953 5.397 -3.562  0.266
H: 0.544 4.849 -4.489  0.287
H: -1.278 6.528 1.431  0.455
H: -1.004 7.112 3.814  0.393
H: -1.543 5.473 5.554  0.382
H: -2.282 3.199 4.911  0.389
H: -2.469 2.593 2.546  0.227
H: -0.328 1.302 -5.045  -0.006
H: -0.807 2.795 -4.496  0.217
H: 1.795 0.769 -3.884  0.236
C: -1.300 -2.649 -8.347  -0.566
C: -2.715 -2.856 -7.786  -0.596
C: -2.718 -2.331 -6.345  -0.763
S: -1.464 -1.041 -6.280  1.294
O: -0.402 -1.461 -5.405  -0.658
O: -2.100 0.239 -6.119  -0.675
C: -0.909 -1.223 -7.975  -0.846
H: -1.265 -2.803 -9.425  0.347
H: -0.609 -3.356 -7.883  0.291
H: -3.431 -2.292 -8.387  0.301
H: -3.013 -3.903 -7.819  0.317
H: -3.669 -1.894 -6.052  0.371
H: -2.426 -3.097 -5.630  0.392
H: 0.160 -1.028 -8.015  0.401
H: -1.448 -0.490 -8.574  0.368
C: 4.584 -1.508 3.668  -0.200
C: 3.749 -1.557 4.955  -0.695
C: 2.404 -2.199 4.593  -0.615
S: 2.734 -3.298 3.208  1.040
O: 2.053 -2.797 2.045  -0.598
O: 2.572 -4.672 3.626  -0.649
C: 4.470 -2.895 3.037  -0.873
H: 5.624 -1.250 3.864  0.428
H: 4.167 -0.758 2.995  -0.062
H: 4.261 -2.159 5.708  0.328
H: 3.602 -0.563 5.373  0.350
H: 1.978 -2.788 5.401  0.430
H: 1.681 -1.462 4.249  0.264
H: 4.731 -2.926 1.982  0.437
H: 5.045 -3.639 3.590  0.366
C: 0.495 -8.069 2.778  -0.671
C: -1.016 -8.288 2.609  -0.638
C: -1.625 -8.356 4.015  -0.682
S: -0.551 -7.361 5.069  1.194
O: 0.064 -8.233 6.042  -0.679
O: -1.255 -6.180 5.499  -0.678
C: 0.647 -6.955 3.807  -0.526
H: 0.973 -7.801 1.838  0.314
H: 0.963 -8.985 3.147  0.354
H: -1.445 -7.448 2.060  0.301
H: -1.235 -9.194 2.046  0.333
H: -2.629 -7.943 4.066  0.356
H: -1.620 -9.368 4.414  0.350
H: 1.631 -6.896 4.260  0.404
H: 0.377 -5.987 3.392  0.280

**E**: -102549.8251 eV
**HOMO energy**: -3.38 eV
**Net charge**: -1
**LUMO energy**: 1.9 eV

***

No. 3
A molecular structure, C31H59AlBrClF2IN4NaO9 at a distorted geometry, computed with ωB97M-V/def2-TZVPD.

Last column: Mulliken charge in e.
Geometry (Å):
C: 3.573 -6.109 -2.547  -1.170
C: 2.164 -5.493 -3.072  0.999
F: 1.491 -6.521 -3.857  -0.336
C: 2.406 -4.077 -3.858  -1.434
C: 2.039 -2.781 -2.969  -0.030
C: 0.440 -2.778 -3.037  -0.679
C: -0.298 -3.366 -1.743  -0.466
C: -1.809 -2.753 -1.749  -0.872
I: -1.701 -0.940 -0.485  -0.007
C: 2.781 -2.884 -1.564  -0.453
C: 4.331 -2.701 -2.002  -0.116
O: 5.354 -3.167 -1.490  -0.643
N: 4.207 -1.783 -3.162  -0.417
C: 2.800 -1.465 -3.521  1.573
C: 2.853 -1.462 -5.153  -1.396
C: 2.196 -0.021 -3.199  -1.393
C: 2.234 0.419 -1.661  0.364
O: 3.462 0.129 -0.970  -0.490
C: 2.099 2.041 -1.657  -0.231
N: 3.374 2.726 -2.058  -0.695
H: 4.467 -5.699 -3.110  0.246
H: 3.452 -7.238 -2.611  0.423
H: 3.695 -5.872 -1.430  0.273
H: 1.536 -5.370 -2.119  0.155
H: 3.532 -4.085 -4.190  0.751
H: 1.796 -4.116 -4.866  0.319
H: 0.038 -3.374 -3.936  0.121
H: 0.023 -1.714 -3.186  0.312
H: 0.161 -3.047 -0.755  0.196
H: -0.425 -4.487 -1.867  0.165
H: -2.499 -3.537 -1.308  0.476
H: -2.080 -2.490 -2.831  0.422
H: 2.806 -3.870 -0.999  0.364
H: 2.365 -2.167 -0.790  0.366
H: 4.872 -1.007 -3.068  0.458
H: 1.985 -2.029 -5.620  0.208
H: 3.877 -1.849 -5.498  0.270
H: 2.792 -0.393 -5.574  0.381
H: 1.106 0.096 -3.545  0.203
H: 2.774 0.781 -3.785  0.481
H: 1.359 0.038 -1.039  -0.153
H: 4.246 0.316 -1.517  0.380
H: 1.857 2.436 -0.603  -0.045
H: 1.267 2.388 -2.355  0.265
H: 3.090 3.489 -2.687  0.276
H: 3.976 2.115 -2.622  0.217
N: -3.844 2.114 0.975  0.089
C: -3.291 3.138 0.250  -0.392
C: -3.770 4.329 0.756  -0.396
C: -4.635 4.007 1.825  -0.591
C: -4.659 2.635 1.939  -0.549
H: -3.675 1.131 0.822  0.186
H: -2.610 2.932 -0.564  0.348
H: -3.523 5.315 0.394  0.990
H: -5.182 4.701 2.446  0.447
H: -5.187 1.988 2.623  0.423
Al: -0.893 3.046 0.044  0.626
N: -1.253 7.019 -0.500  0.953
O: -0.804 7.801 0.395  -0.428
O: -2.461 6.989 -0.739  -0.499
O: -0.478 6.282 -1.122  -0.526
Br: 0.546 -5.704 -5.669  -0.619
Cl: -1.538 6.114 1.795  -0.068
Na: 2.964 -5.370 -5.902  0.883
C: -1.720 0.914 3.132  -0.478
C: -1.880 1.921 4.258  0.301
C: -0.548 2.376 4.854  -0.745
C: 0.288 1.273 5.508  -0.815
C: -0.411 0.511 6.635  -0.362
C: -0.779 1.394 7.819  -1.261
H: -1.244 -0.007 3.472  0.401
H: -2.699 0.650 2.725  0.180
H: -1.119 1.336 2.320  -0.156
H: -2.538 1.490 5.052  0.041
H: -2.406 2.802 3.870  0.052
H: -0.743 3.168 5.583  0.347
H: 0.055 2.841 4.061  0.317
H: 1.208 1.723 5.899  0.412
H: 0.608 0.555 4.744  0.274
H: 0.261 -0.281 6.986  0.403
H: -1.307 0.008 6.261  0.254
H: 0.112 1.871 8.240  0.345
H: -1.243 0.794 8.605  0.369
H: -1.489 2.173 7.536  0.287
C: -4.062 -8.247 -4.262  -0.542
C: -4.443 -6.830 -3.897  -0.578
C: -3.140 -6.087 -4.120  -0.060
O: -2.447 -6.771 -5.168  -0.314
C: -3.096 -8.026 -5.410  -0.502
H: -4.912 -8.875 -4.536  0.351
H: -3.543 -8.721 -3.423  0.256
H: -5.208 -6.461 -4.588  0.288
H: -4.825 -6.726 -2.879  0.322
H: -2.507 -6.115 -3.225  0.035
H: -3.296 -5.043 -4.405  0.178
H: -3.625 -7.951 -6.366  0.279
H: -2.347 -8.817 -5.488  0.277
F: -3.583 0.844 5.975  -0.658
C: 0.166 8.195 3.561  -0.508
O: 0.267 8.000 4.971  -0.280
C: 1.406 8.460 5.510  0.733
O: 2.305 8.998 4.914  -0.531
O: 1.370 8.215 6.829  -0.317
C: 2.528 8.654 7.536  -0.629
H: -0.793 7.785 3.237  0.045
H: 0.189 9.259 3.316  0.337
H: 0.964 7.661 3.041  0.340
H: 2.645 9.737 7.449  0.292
H: 3.420 8.139 7.174  0.289
H: 2.389 8.406 8.589  0.221

**E**: -164589.0347 eV
**HOMO energy**: -7.30 eV
**Net charge**: 0
**LUMO energy**: -5.7 eV